Record 1
Density functional theory data (ωB97M-V/def2-TZVPD) for C5H8N2 in the gas phase.

Structure (XYZ):
```
15
Properties=species:S:1:pos:R:3:forces:R:3
C 1.56475 -0.60242 -1.78685 -0.052 0.047 -0.069
C 0.60471 -0.25090 -0.66954 0.051 -0.109 0.218
C 0.81738 -0.77852 0.58044 0.155 -0.080 -0.067
N -0.14856 -0.33118 1.42564 -0.085 0.076 0.225
C -1.00672 0.49782 0.75931 0.226 -0.141 -0.054
N -2.05723 1.05070 1.52926 -0.033 0.070 -0.035
C -0.57786 0.57206 -0.55418 0.018 -0.041 0.058
H 1.10877 -1.14651 -2.62198 -0.112 0.181 0.140
H 2.10024 0.25785 -2.20529 -0.244 -0.007 0.087
H 2.33540 -1.26814 -1.37323 -0.194 0.160 -0.095
H 1.59519 -1.45323 0.90941 -0.084 0.099 -0.006
H -0.20979 -0.48091 2.41951 -0.015 -0.054 -0.144
H -2.04974 2.05760 1.60118 0.010 -0.045 -0.161
H -2.98062 0.71726 1.29397 0.067 0.045 -0.129
H -1.09592 1.15855 -1.30765 0.290 -0.203 0.032
```
Positions in Å, forces in eV/Å.

Its total charge is 0. The calculation puts the strongest force on any atom at 0.36 eV/A. The calculation puts the lowest unoccupied orbital energy at 1.05 eV. The electronic energy comes out at -304.827482 Ha. The value obtained for the orbital gap is 9.011 eV. Its structure (SMILES) is Cc1c[nH]c(N)c1. Its energy relative to the best compared isomer or geometry (same formula, charge and spin) is 5.03 kcal per mole.

Record 2
Density functional theory data (ωB97M-V/def2-TZVPD) for a molecular structure, C4H3NO at a distorted geometry.

Structure (XYZ):
```
9
Properties=species:S:1:pos:R:3:forces:R:3
C 1.75594 -1.26219 -0.33448 0.997 -0.376 -1.411
C 2.27087 -0.65003 0.80351 -0.328 -0.822 0.215
C 0.15319 -0.11218 -0.03920 0.173 -0.693 1.623
C -1.18220 0.57008 -0.08638 -1.913 0.271 0.271
N 0.57361 -1.05494 -0.83821 -0.268 -0.231 0.110
O 1.15760 0.13052 0.96831 -2.037 1.851 -0.315
H -1.45706 1.26074 0.77893 0.896 -1.124 -0.952
H -2.16462 -0.09347 -0.28608 2.728 0.955 0.515
H -1.10732 1.21147 -0.96641 -0.246 0.169 -0.055
```
Positions in Å, forces in eV/Å.

Its total charge is 0. The calculation puts the strongest force on any atom at 2.94 eV/A. The calculation puts the lowest unoccupied orbital energy (alpha / beta) at -2.47 / -1.35 eV. The electronic energy comes out at -283.963408 Ha. The value obtained for the orbital gap (alpha / beta) is 7.052 / 8.265 eV. Its energy relative to the best compared isomer or geometry (same formula, charge and spin) is 131.59 kcal per mole.

Record 3
Density functional theory data (ωB97M-V/def2-TZVPD) for a molecular structure, C30H22Cl2N6O3S2SeW at a distorted geometry.

Structure (XYZ):
```
67
Properties=species:S:1:pos:R:3:forces:R:3
W -0.22491 0.38539 0.22590 -0.863 -2.241 0.387
S 1.14874 -2.16049 3.85696 -0.091 -0.160 0.170
C 2.47806 -2.24455 2.74914 -0.210 0.008 0.168
C 3.69265 -2.88861 2.93116 0.201 -0.058 -0.053
C 4.61095 -2.84483 1.89819 -0.124 0.020 0.076
C 4.30085 -2.17145 0.71455 -0.079 0.046 -0.025
C 3.08503 -1.53452 0.54228 0.094 0.026 -0.155
C 2.15470 -1.56273 1.57771 0.108 0.004 -0.207
N 0.87292 -1.00286 1.59550 0.385 0.571 -0.305
C 0.24530 -1.25740 2.71046 -0.047 0.078 0.295
C -1.10720 -0.77666 2.90947 0.027 -0.087 0.059
C -1.86545 -1.07904 4.04055 0.017 -0.052 0.087
C -3.15164 -0.58936 4.14240 -0.034 0.027 -0.032
C -3.66954 0.19191 3.10955 0.042 -0.040 0.059
C -2.90518 0.47482 1.98950 -0.166 0.091 -0.148
C -1.59843 -0.00215 1.85314 0.132 0.545 -0.286
H 3.91108 -3.41144 3.85327 -0.010 0.011 -0.016
H 5.56820 -3.33686 2.00644 -0.003 0.003 0.010
H 5.02416 -2.14653 -0.09090 -0.022 0.007 0.011
H 2.85001 -1.03822 -0.38453 0.009 -0.023 0.040
H -1.45605 -1.69573 4.83368 0.005 0.007 -0.016
H -3.75508 -0.81487 5.01205 0.019 0.003 -0.010
H -4.67898 0.57837 3.18319 0.011 -0.012 0.001
H -3.34693 1.06696 1.19176 0.086 -0.052 0.074
Se -2.16785 -0.02094 -1.54899 0.197 0.717 0.205
C -2.45109 1.69084 -2.41623 0.050 -0.316 -0.188
C -1.94714 1.86523 -3.70138 -0.017 0.186 -0.042
C -2.17607 3.04416 -4.40102 -0.041 -0.008 0.085
C -2.91471 4.06509 -3.81528 0.005 -0.115 0.088
C -3.43263 3.88749 -2.53688 0.046 -0.014 -0.074
C -3.21201 2.70220 -1.84775 -0.108 0.111 0.217
H -1.35378 1.07994 -4.15161 0.010 -0.026 -0.020
H -1.77131 3.16469 -5.39863 -0.004 0.010 0.017
H -3.09073 4.98934 -4.35011 0.003 -0.002 -0.003
H -4.01317 4.67346 -2.07032 0.000 0.000 -0.019
H -3.63633 2.57910 -0.85468 0.101 -0.026 -0.123
C 0.23281 -1.84909 -5.06761 0.084 -0.029 0.069
C 0.58028 -2.56287 -3.80441 -0.040 0.100 -0.112
C 1.51908 -3.55263 -3.69383 0.057 -0.014 -0.152
C 1.73165 -4.11144 -2.43631 0.005 -0.032 0.131
N 1.03680 -3.74121 -1.36322 -0.042 0.048 0.120
C 0.12346 -2.77967 -1.48402 0.270 -0.306 -0.140
S -0.84738 -2.29540 -0.15468 0.083 0.346 0.070
N -0.08758 -2.21403 -2.69588 0.052 0.041 -0.085
C 2.76213 -5.17447 -2.22742 -0.022 -0.014 0.086
H 0.75334 -2.29566 -5.91096 -0.003 0.004 0.007
H 0.53762 -0.80512 -4.98446 -0.015 0.026 0.013
H -0.84226 -1.89710 -5.24552 0.004 0.054 0.003
H 2.09201 -3.86612 -4.55380 -0.013 0.018 0.005
H -0.76852 -1.44007 -2.71566 -0.088 0.067 0.039
H 3.44819 -5.24537 -3.06836 -0.001 0.005 -0.013
H 2.26321 -6.13725 -2.09728 0.011 0.013 0.009
H 3.31454 -4.96736 -1.31048 -0.024 -0.004 -0.031
Cl 1.02826 2.88079 -2.61673 -0.074 0.110 -0.045
C 2.44865 1.89914 -2.24952 0.035 -0.034 -0.014
Cl 3.21334 2.42982 -0.73982 -0.033 -0.155 0.081
C 2.03148 0.42004 -2.22679 0.111 0.209 0.143
O 2.49781 -0.28409 -3.10265 0.060 -0.278 -0.266
O 1.24639 0.02321 -1.30088 -0.260 0.384 0.265
H 3.18258 2.01883 -3.03459 -0.042 0.121 -0.084
O -0.96039 2.27677 0.11302 0.173 -0.395 -0.588
N -1.21300 3.32477 0.76255 -0.538 0.793 0.084
C -0.51541 3.60890 1.84148 0.127 -0.300 0.098
C -0.77434 4.78640 2.59586 0.070 -0.074 -0.045
N -0.94617 5.73373 3.22128 -0.032 0.023 0.031
C 0.47472 2.62535 2.08491 -0.022 0.559 0.084
N 1.04333 1.68831 1.73581 0.381 -0.530 -0.086
```
Positions in Å, forces in eV/Å.

Its total charge is 0. The calculation puts the strongest force on any atom at 2.43 eV/A. The calculation puts the lowest unoccupied orbital energy (alpha / beta) at -0.89 / -0.89 eV. The electronic energy comes out at -5895.940331 Ha. The value obtained for the orbital gap (alpha / beta) is 6.798 / 7.314 eV. As for the multiplicity: 3. Its energy relative to the best compared isomer or geometry (same formula, charge and spin) is 30.39 kcal per mole.

Record 4
Density functional theory data (ωB97M-V/def2-TZVPD) for a molecular structure, C4H7KO3 at a distorted geometry.

Structure (XYZ):
```
15
Properties=species:S:1:pos:R:3:forces:R:3
H 0.52656 -2.17465 1.70930 2.471 -0.623 -1.634
K -5.40797 -1.40066 1.03716 0.425 -0.048 -0.085
O -2.43211 -1.94222 0.41798 0.313 -0.085 0.674
C -1.29706 -2.13702 0.76830 -1.543 0.208 -1.075
O -0.34264 -2.57300 0.01458 -0.303 -0.181 -0.870
C 0.93853 -2.58783 0.67281 -1.285 0.602 2.655
H 1.62682 -1.96442 0.09536 -0.154 -0.099 0.473
H 1.25679 -3.62795 0.77787 0.098 0.302 -0.127
O -0.10310 1.53372 0.42655 0.174 0.028 -0.512
C 0.43314 1.86181 -0.61016 -0.205 -0.311 0.480
C 0.95073 3.22861 -0.89895 0.097 0.266 -0.170
H 0.57502 1.10896 -1.41929 -0.022 0.142 0.110
H 0.73714 3.92185 -0.07771 0.066 -0.214 -0.219
H 2.03570 3.16409 -1.07581 -0.266 0.056 0.051
H 0.50246 3.58870 -1.83798 0.134 -0.044 0.248
```
Positions in Å, forces in eV/Å.

Its total charge is +1. The calculation puts the strongest force on any atom at 3.03 eV/A. The calculation puts the lowest unoccupied orbital energy (alpha / beta) at -3.94 / -4.01 eV. The electronic energy comes out at -981.984939 Ha. The value obtained for the orbital gap (alpha / beta) is 8.255 / 8.207 eV. As for the multiplicity: 2. Its energy relative to the best compared isomer or geometry (same formula, charge and spin) is 16.53 kcal per mole.

Record 5
Density functional theory data (ωB97M-V/def2-TZVPD) for 2 unconnected molecules or ions with the total composition C4H9N4O at a distorted geometry.

Structure (XYZ):
```
18
Properties=species:S:1:pos:R:3:forces:R:3
C -0.22512 1.74955 -0.48229 -2.241 1.168 -0.976
C -1.20496 1.79602 0.42457 1.060 1.977 0.502
C 0.66360 -0.42370 -0.20041 0.891 -1.910 -1.182
C 1.68534 -2.47425 0.32037 -0.695 -2.797 0.308
N -3.57752 -2.36564 2.06009 1.397 0.288 -0.898
N -2.66260 -2.16907 1.48165 -1.357 -0.265 0.886
N 0.17116 0.44885 -0.99547 1.147 0.721 -2.092
N 0.09425 2.86502 -1.25892 -0.932 -0.819 1.128
O 1.16038 -1.55714 -0.63091 -0.866 2.145 -0.204
H -1.54443 2.74773 0.87392 0.426 -0.481 -0.637
H -1.63552 0.98041 0.88249 -0.705 -1.961 0.584
H 0.67026 -0.16325 0.80153 0.074 0.121 2.167
H 2.54374 -2.14153 0.87743 0.061 0.708 0.217
H 2.03281 -3.32583 -0.29789 -0.231 0.534 0.363
H 0.85241 -2.88283 0.96283 0.942 0.694 -0.492
H 0.36548 0.28124 -2.02087 -0.737 0.466 1.265
H -0.27284 3.77430 -0.97117 0.256 -0.766 -0.166
H 0.88357 2.86011 -1.82697 1.512 0.178 -0.773
```
Positions in Å, forces in eV/Å.

Its total charge is +1. The calculation puts the strongest force on any atom at 2.90 eV/A. The calculation puts the lowest unoccupied orbital energy at -4.17 eV. The electronic energy comes out at -451.819813 Ha. The value obtained for the orbital gap is 8.591 eV. Its energy relative to the best compared isomer or geometry (same formula, charge and spin) is 22.56 kcal per mole.

Record 6
Density functional theory data (ωB97M-V/def2-TZVPD) for a molecular structure, C26H28CoN5O4 at a distorted geometry.

Structure (XYZ):
```
64
Properties=species:S:1:pos:R:3:forces:R:3
Co 1.65153 2.84842 -0.14947 -1.307 -0.122 0.154
C 0.45321 6.88378 -0.01866 0.039 -0.134 -0.080
C 0.54018 5.39212 -0.14889 0.026 -0.020 -0.045
N 1.68667 4.73432 -0.29420 -0.258 0.182 0.060
O 2.83729 5.49162 -0.26035 0.244 -0.072 -0.025
C -0.57152 4.53023 -0.09870 -0.030 0.001 -0.001
C -1.98569 5.01846 -0.05476 0.100 -0.007 0.070
N -0.22739 3.22936 -0.04087 0.058 0.311 0.115
O -1.31551 2.35511 -0.18482 0.086 -0.537 0.014
H 1.42809 7.28861 0.23565 0.013 0.027 0.018
H -0.25773 7.16334 0.75871 -0.012 -0.003 -0.017
H 0.13043 7.34784 -0.95466 0.007 -0.011 0.022
H 3.52434 4.79624 -0.28575 0.015 0.101 0.010
H -2.09087 5.94476 -0.61890 0.003 -0.021 0.015
H -2.29527 5.21924 0.97689 -0.001 -0.020 -0.037
H -2.66668 4.27574 -0.45975 -0.027 -0.009 -0.033
C -1.40436 -0.94156 0.66606 -0.066 0.001 -0.053
C -2.30274 0.29832 0.93402 0.105 -0.049 -0.237
C -2.81117 0.21721 2.38643 -0.001 -0.031 0.041
C -1.42628 1.52697 0.89558 -0.475 0.126 0.142
C -3.49689 0.21797 -0.03987 0.111 0.089 -0.035
C -4.43707 -0.79744 0.16395 -0.011 -0.011 -0.001
C -5.51083 -0.98198 -0.69350 0.051 0.024 0.005
C -5.67907 -0.15041 -1.79262 -0.022 -0.037 0.046
C -4.75806 0.85728 -2.01573 0.056 0.018 0.035
C -3.67759 1.03862 -1.15594 -0.074 -0.150 0.125
H -0.55835 -0.95984 1.36058 -0.115 0.006 -0.063
H -1.02082 -0.91263 -0.35747 -0.011 -0.011 0.087
H -1.97409 -1.86781 0.78892 0.049 0.061 -0.009
H -1.97939 0.35525 3.08200 -0.035 -0.022 -0.027
H -3.26044 -0.75490 2.60115 0.055 0.094 0.002
H -3.55191 0.99524 2.57523 0.027 -0.020 0.020
H -0.76873 1.73911 1.72943 -0.011 0.046 -0.095
H -4.33181 -1.46931 1.00799 -0.018 0.032 -0.065
H -6.21572 -1.78182 -0.50335 0.003 0.012 0.010
H -6.51748 -0.29026 -2.46377 0.022 0.004 0.015
H -4.87307 1.51309 -2.87106 0.029 -0.007 0.035
H -2.97372 1.82126 -1.36995 0.082 0.099 -0.011
O 3.46827 2.87070 -0.18995 1.294 0.325 -0.166
O 4.24913 1.98519 0.37648 -0.317 -0.131 0.049
N 2.68928 -4.01151 -1.18312 -0.008 -0.037 -0.201
C 3.05168 -5.27964 -0.77685 -0.029 0.037 -0.100
C 3.27304 -6.46820 -1.47170 -0.015 0.079 0.012
C 3.63030 -7.56577 -0.71595 0.011 0.026 0.053
C 3.75927 -7.48602 0.68397 -0.002 0.007 -0.045
C 3.53537 -6.30541 1.36066 0.004 0.011 0.026
C 3.17768 -5.18203 0.61129 -0.003 0.060 0.187
N 2.90252 -3.88701 1.02703 0.062 -0.195 0.162
C 2.62279 -3.23133 -0.05975 -0.052 0.243 -0.078
C 2.26292 -1.80008 -0.08942 0.087 -0.383 -0.038
C 1.86156 -1.15088 -1.24581 -0.107 0.073 -0.247
C 1.51537 0.18553 -1.18422 -0.177 -0.133 -0.210
N 1.55562 0.89258 -0.05817 0.539 -0.069 -0.058
C 1.97252 0.27335 1.04864 -0.016 -0.120 0.190
C 2.31597 -1.06228 1.08068 0.004 0.091 0.269
H 2.53962 -3.71321 -2.12935 0.003 0.001 -0.009
H 3.17141 -6.53043 -2.54811 0.010 -0.003 0.034
H 3.81914 -8.50983 -1.21134 -0.015 0.019 0.024
H 4.04253 -8.37421 1.23480 -0.014 0.032 -0.015
H 3.63169 -6.23718 2.43720 0.001 -0.005 -0.052
H 1.80662 -1.65855 -2.20039 -0.045 0.047 0.029
H 1.17384 0.71292 -2.06544 0.044 0.001 -0.049
H 2.02125 0.87874 1.94226 0.065 0.023 0.037
H 2.63912 -1.53697 1.99704 -0.031 0.057 -0.013
```
Positions in Å, forces in eV/Å.

Its total charge is 0. The calculation puts the strongest force on any atom at 1.34 eV/A. The calculation puts the lowest unoccupied orbital energy (alpha / beta) at -0.54 / -0.54 eV. The electronic energy comes out at -2964.812023 Ha. The value obtained for the orbital gap (alpha / beta) is 5.545 / 7.507 eV. As for the multiplicity: 5. Its energy relative to the best compared isomer or geometry (same formula, charge and spin) is 0.00 kcal per mole.